A:
# C3H3NS2

One molecule with the formula C3H3NS2 (wB97M-V/def2-TZVPD, the OMol25 dataset).

Summary:
* Kohn-Sham gap (spin up / spin down): 6.4410 / 7.0095 eV
* charge: 0
* 2S+1: 1

Each line ends with the Mulliken charge.
CARTESIAN COORDINATES (ANGSTROEM)
1 C 0.2914 0.2803 -1.5391  0.12
2 C 0.3007 -0.5684 0.6575  0.28
3 C -0.7338 0.0270 1.3484  -0.72
4 N 0.2330 -0.6660 -0.7378  -0.40
5 S 0.2140 0.4698 -3.2705  -0.05
6 S 1.4854 -1.4117 1.5968  -0.17
7 H 0.2875 1.3421 -1.4306  0.28
8 H -1.3319 0.7562 0.9818  0.36
9 H -0.7461 -0.2293 2.3936  0.30

B:
# C3H3NS2

One molecule with the formula C3H3NS2 (wB97M-V/def2-TZVPD, the OMol25 dataset).

Summary:
* SMILES: CS(=S)#CC#N
* Kohn-Sham gap (spin up / spin down): 6.7153 / 6.7142 eV
* charge: 0
* 2S+1: 1

Each line ends with the Mulliken charge.
CARTESIAN COORDINATES (ANGSTROEM)
1 C -3.7721 1.3488 -0.0088  0.46
2 C -2.4836 0.9649 -0.0191  -0.30
3 C -0.0202 -0.2083 -0.2235  -0.86
4 N -4.8997 1.6962 -0.0622  -0.36
5 S -2.1832 -2.3006 0.2629  -0.27
6 S -1.8234 -0.4660 -0.3717  0.31
7 H 0.4564 -0.3190 0.7508  0.32
8 H 0.1310 0.8541 -0.5274  0.33
9 H 0.2894 -1.0558 -0.7635  0.37

Most stable one: A, least stable one: B.

A:
# C23H72O13

A 13-piece molecular cluster, C23H72O13 overall (wB97M-V/def2-TZVPD, the OMol25 dataset).

Summary:
* Kohn-Sham gap: 9.9232 eV
* charge: 0
* 2S+1: 1

Each line ends with the Mulliken charge.
CARTESIAN COORDINATES (ANGSTROEM)
1 C -2.5584 1.4845 -1.9514  -0.65
2 C -2.3206 1.0014 -3.3609  1.22
3 C -3.6512 0.8650 -4.1049  -1.31
4 O -1.4467 1.8555 -4.1051  -0.42
5 H -3.0854 0.7043 -1.4080  0.04
6 H -3.0712 2.4474 -1.9286  0.49
7 H -1.6160 1.6350 -1.4153  -0.21
8 H -1.9000 -0.0096 -3.2928  -0.34
9 H -4.3008 1.7286 -3.9623  0.33
10 H -4.1800 -0.0188 -3.7329  0.15
11 H -3.5394 0.6726 -5.1761  0.48
12 H -1.5574 1.6053 -5.0269  0.28
13 C 0.3609 -0.6441 0.6164  0.35
14 C 0.8605 0.5784 1.3891  0.23
15 C 0.8183 1.8696 0.5969  -1.34
16 O 0.0903 0.8360 2.5816  -0.31
17 H 1.1954 -1.0796 0.0690  0.37
18 H -0.4281 -0.3563 -0.0832  -0.48
19 H -0.0679 -1.3536 1.3257  -0.05
20 H 1.8954 0.4182 1.7199  0.46
21 H -0.2222 2.1249 0.3899  0.16
22 H 1.3150 1.7485 -0.3689  0.24
23 H 1.3795 2.6570 1.0988  0.25
24 H 0.1763 0.0566 3.1585  0.30
25 C -4.8622 -2.3996 -1.5569  -1.50
26 C -4.6226 -1.5613 -0.3235  0.91
27 C -5.2039 -2.2466 0.9238  -1.26
28 O -3.2075 -1.3441 -0.1679  -0.03
29 H -5.9412 -2.4576 -1.7116  0.43
30 H -4.4502 -3.4041 -1.4305  0.30
31 H -4.4580 -1.9867 -2.4827  0.21
32 H -5.0492 -0.5620 -0.4665  0.45
33 H -4.4803 -2.9084 1.3972  0.11
34 H -6.0485 -2.8805 0.6407  0.44
35 H -5.5771 -1.5142 1.6379  0.31
36 H -3.0462 -0.6339 0.4835  0.15
37 C 0.5011 -2.8218 -5.0505  -1.52
38 C 0.5722 -1.3586 -4.6455  0.90
39 C 0.5534 -1.1741 -3.1400  -0.39
40 O 1.7902 -0.7898 -5.1243  -0.55
41 H 0.3421 -2.8869 -6.1326  0.43
42 H -0.2837 -3.4152 -4.5811  0.35
43 H 1.4563 -3.3099 -4.8410  0.35
44 H -0.2821 -0.8175 -5.0760  -0.08
45 H -0.1976 -1.8167 -2.6729  0.08
46 H 0.3764 -0.1629 -2.7795  -0.38
47 H 1.5297 -1.5215 -2.7864  0.38
48 H 1.9273 -1.1239 -6.0164  0.35
49 C 3.8412 5.0460 -0.1077  -1.43
50 C 4.4770 3.9266 0.6978  1.33
51 C 5.9606 3.7063 0.3648  -1.47
52 O 4.3444 4.2852 2.0806  -0.60
53 H 4.2149 6.0133 0.2402  0.39
54 H 2.7577 5.0080 -0.0089  0.23
55 H 4.1183 5.0576 -1.1660  0.37
56 H 3.9313 2.9978 0.5013  -0.17
57 H 6.6258 4.4053 0.8651  0.32
58 H 6.0974 3.8278 -0.7135  0.35
59 H 6.2211 2.6839 0.6437  0.34
60 H 4.1577 3.4592 2.5560  0.44
61 C -0.9682 3.8381 3.8903  -0.19
62 O -0.8217 4.7839 4.9615  -0.55
63 H -0.3603 2.9790 4.1445  0.04
64 H -2.0029 3.6427 3.6107  0.15
65 H -0.4960 4.3158 3.0204  0.24
66 H -1.4263 5.5175 4.8292  0.29
67 C -1.0361 -2.1217 4.8078  -0.56
68 O 0.0978 -1.3989 4.3593  -0.54
69 H -1.4761 -1.6042 5.6559  0.33
70 H -1.7521 -2.2523 3.9918  0.08
71 H -0.7842 -3.1425 5.1050  0.28
72 H 0.5876 -2.0040 3.7886  0.24
73 C -3.2409 0.5333 2.8379  -0.66
74 O -2.5732 0.6684 1.6015  -0.63
75 H -2.6970 -0.0204 3.6070  0.14
76 H -3.4079 1.5238 3.2871  0.29
77 H -4.2307 0.1098 2.6865  0.22
78 H -1.6573 0.9333 1.7765  0.23
79 C -1.1345 -4.0430 -0.5870  -0.62
80 O -2.0382 -3.8094 0.4922  -0.73
81 H -0.3175 -3.3127 -0.6248  0.02
82 H -0.6835 -5.0286 -0.4863  0.41
83 H -1.6762 -3.9744 -1.5330  0.37
84 H -2.6460 -3.1190 0.1802  0.16
85 C 0.9438 -4.4833 2.1634  -0.52
86 O -0.1352 -3.6465 2.4416  -0.34
87 H 0.7563 -5.5622 2.1979  0.31
88 H 1.4236 -4.2358 1.2033  0.01
89 H 1.7721 -4.3479 2.8714  0.33
90 H -0.8363 -3.7403 1.7684  0.30
91 C 1.6052 2.9507 -2.8134  0.10
92 O 1.0481 3.3422 -4.0444  -0.61
93 H 1.3504 1.9134 -2.5841  -0.29
94 H 2.6904 3.0517 -2.8532  0.27
95 H 1.2843 3.6224 -2.0064  0.20
96 H 0.1143 3.0986 -4.0531  0.43
97 C 3.2941 -3.2429 -0.9769  -0.13
98 O 3.7363 -3.2024 -2.3345  -0.55
99 H 3.3847 -4.2811 -0.6588  0.29
100 H 3.9390 -2.5925 -0.3875  0.27
101 H 2.2316 -2.9922 -0.9120  -0.16
102 H 4.0551 -2.3253 -2.5590  0.30
103 C 3.3227 1.0906 4.2677  -0.29
104 O 4.1983 1.9658 3.5747  -0.52
105 H 3.6007 0.0429 4.1073  0.27
106 H 3.3084 1.2861 5.3402  0.38
107 H 2.3291 1.2105 3.8423  -0.06
108 H 5.0923 1.9176 3.9231  0.24

B:
# C23H72O13

A 13-piece molecular cluster, C23H72O13 overall (wB97M-V/def2-TZVPD, the OMol25 dataset).

Summary:
* Kohn-Sham gap: 9.6036 eV
* charge: 0
* 2S+1: 1

Each line ends with the Mulliken charge.
CARTESIAN COORDINATES (ANGSTROEM)
1 C 4.6050 1.5098 -1.2670  -0.43
2 O 3.1765 1.3293 -1.1838  -0.22
3 H 4.9142 1.3164 -2.2941  0.23
4 H 4.7707 2.5613 -1.0323  0.24
5 H 5.0913 0.8098 -0.5876  0.04
6 H 2.9122 0.6796 -1.8392  0.13
7 C -4.4254 1.6136 -1.7401  0.01
8 O -4.9296 2.8540 -2.1932  -0.58
9 H -4.7820 0.8223 -2.3995  0.40
10 H -3.3380 1.6870 -1.7562  -0.02
11 H -4.6419 1.2960 -0.7201  -0.07
12 H -4.5194 3.5370 -1.6576  0.24
13 C -3.6385 3.8623 0.9608  -0.14
14 O -3.8283 4.6410 -0.1883  -0.53
15 H -2.8704 4.2987 1.5993  0.35
16 H -4.6138 3.7427 1.4325  0.30
17 H -3.1702 2.9298 0.6457  -0.26
18 H -3.8395 5.5548 0.1057  0.29
19 C 1.2321 -5.3913 -2.3272  -0.71
20 C 0.9097 -6.0278 -3.6924  -0.42
21 O 1.6075 -5.3577 -4.7120  -0.53
22 H 2.3063 -5.4718 -2.1607  0.33
23 H 0.7687 -5.9170 -1.4923  0.37
24 H 0.8699 -4.3671 -2.2382  0.12
25 H -0.1529 -6.0779 -3.9303  0.31
26 H 1.2562 -7.0588 -3.7634  0.30
27 H 1.4917 -5.7849 -5.5638  0.29
28 C -1.1241 -0.0583 -0.1909  -0.87
29 C 0.2963 -0.6228 -0.0541  0.63
30 O 0.2599 -2.0298 0.0127  0.50
31 H -1.0761 1.0297 -0.2360  0.20
32 H -1.7669 -0.3384 0.6437  -0.14
33 H -1.6615 -0.4371 -1.0602  0.52
34 H 0.8076 -0.3181 0.8590  0.00
35 H 0.8262 -0.3394 -0.9635  0.03
36 H 1.1673 -2.3053 -0.1370  -0.39
37 C 3.3422 1.3317 2.8520  -0.31
38 C 3.8121 2.5800 3.5508  -0.49
39 O 3.5051 2.5413 4.9157  -0.54
40 H 3.6159 1.2730 1.7985  0.05
41 H 2.2697 1.1650 2.9523  -0.08
42 H 3.7723 0.4106 3.2452  0.36
43 H 3.3851 3.4870 3.1229  0.30
44 H 4.8996 2.5879 3.4768  0.37
45 H 3.6420 3.4233 5.2690  0.31
46 C -4.0719 0.4784 3.7592  -1.38
47 C -4.1248 0.2652 2.2623  0.97
48 O -5.3567 0.7790 1.7575  -0.62
49 H -4.1632 1.5368 4.0033  0.33
50 H -3.1185 0.1194 4.1468  0.21
51 H -4.8744 -0.0326 4.2911  0.38
52 H -3.9611 -0.7473 1.8932  0.40
53 H -3.3605 0.8868 1.7958  -0.65
54 H -5.5783 0.2416 0.9935  0.34
55 C -1.0878 3.4705 -3.1204  -0.76
56 C -2.1161 4.5653 -3.3159  -0.29
57 O -2.1070 5.0405 -4.6738  -0.57
58 H -1.4763 2.5783 -3.6115  0.32
59 H -1.0213 3.1975 -2.0673  0.15
60 H -0.1678 3.8321 -3.5797  0.40
61 H -1.9155 5.4357 -2.6912  0.27
62 H -3.0872 4.1979 -2.9839  0.24
63 H -2.7954 5.7022 -4.7737  0.30
64 C -2.5232 -5.6670 -0.4406  -1.52
65 C -1.6052 -4.4843 -0.1358  0.52
66 O -1.8248 -3.3581 -0.9218  -0.65
67 H -3.5333 -5.3290 -0.2090  0.39
68 H -2.4038 -6.5148 0.2340  0.36
69 H -2.4124 -5.9748 -1.4803  0.32
70 H -0.5470 -4.7454 -0.1475  -0.13
71 H -1.8084 -4.1728 0.8887  0.12
72 H -1.1244 -2.7802 -0.6102  0.49
73 C 0.4581 -1.7382 4.0427  -0.89
74 C -0.1388 -2.8257 3.1168  -0.18
75 O -1.1877 -2.2796 2.3923  -0.53
76 H -0.3205 -1.2854 4.6565  0.24
77 H 0.8871 -0.9392 3.4381  -0.06
78 H 1.1284 -2.1773 4.7816  0.47
79 H -0.4859 -3.6589 3.7280  0.39
80 H 0.6269 -3.2046 2.4398  0.13
81 H -0.8407 -1.9804 1.5487  -0.09
82 C 5.1333 -1.9542 0.5869  -1.38
83 C 3.8175 -1.6860 -0.1735  0.62
84 O 3.1546 -2.9499 -0.1620  -0.46
85 H 5.8830 -1.1674 0.5037  0.35
86 H 5.6202 -2.8595 0.2243  0.41
87 H 4.9375 -2.2139 1.6272  0.32
88 H 3.8988 -1.3015 -1.1902  0.04
89 H 3.1450 -0.9641 0.2900  -0.10
90 H 3.6605 -3.5901 -0.6678  0.28
91 C -0.1226 3.4405 3.9003  -1.12
92 C -0.6226 2.1963 3.1128  0.83
93 O -0.7385 2.4970 1.7587  -0.26
94 H -0.7293 4.3240 3.7014  0.33
95 H 0.8886 3.7457 3.6312  0.16
96 H -0.1196 3.2843 4.9791  0.39
97 H -1.6126 1.8800 3.4411  -0.12
98 H -0.0359 1.3049 3.3346  -0.39
99 H 0.1464 2.6539 1.4212  0.21
100 C 1.5432 1.6931 -4.2807  -0.87
101 C 2.6129 0.5908 -4.3059  -0.64
102 O 2.3550 -0.2750 -3.2310  -0.44
103 H 0.5073 1.3860 -4.4248  0.28
104 H 1.7603 2.3278 -5.1398  0.44
105 H 1.7192 2.2735 -3.3750  0.23
106 H 3.6318 0.9740 -4.2518  0.22
107 H 2.5425 0.0728 -5.2623  0.47
108 H 1.9278 -1.0860 -3.5165  0.27

Most stable one: A, least stable one: B.

A:
# CH2O3PS

An isolated ion of composition CH2O3PS and charge -1 (wB97M-V/def2-TZVPD, the OMol25 dataset).

Summary:
* SMILES: O=C([O-])P(O)S
* Kohn-Sham gap: 7.1478 eV
* charge: -1
* 2S+1: 1

Each line ends with the Mulliken charge.
CARTESIAN COORDINATES (ANGSTROEM)
1 C -1.4549 -0.0043 0.0376  0.50
2 O -1.3987 0.8009 0.9185  -0.64
3 O -2.1843 -0.9179 -0.2659  -0.60
4 O 0.8662 1.5798 -0.3395  -0.44
5 P 0.3937 0.1577 -1.0175  0.05
6 S 1.1234 -1.3965 0.3343  -0.32
7 H 0.3277 1.5337 0.4840  0.38
8 H 2.3269 -1.7536 -0.1515  0.08

B:
# CH2O3PS

An isolated ion of composition CH2O3PS and charge -1 (wB97M-V/def2-TZVPD, the OMol25 dataset).

Summary:
* SMILES: O=C([O-])P(O)S
* Kohn-Sham gap: 7.4395 eV
* charge: -1
* 2S+1: 1

Each line ends with the Mulliken charge.
CARTESIAN COORDINATES (ANGSTROEM)
1 C 0.8565 0.9536 0.5595  0.44
2 O 1.8127 0.1668 0.7224  -0.64
3 O 0.5608 2.1292 0.9089  -0.65
4 O 0.5401 -1.2268 -0.7248  -0.43
5 P -0.2984 0.0875 -0.8648  0.04
6 S -2.0624 -0.3790 0.2667  -0.32
7 H 1.1205 -0.9255 0.0631  0.45
8 H -2.5299 -0.8058 -0.9311  0.11

Most stable one: A, least stable one: B.

A:
# C2H9NO3

A 3-piece molecular cluster, C2H9NO3 overall (wB97M-V/def2-TZVPD, the OMol25 dataset).

Summary:
* SMILES: CNC=O.O.O
* Kohn-Sham gap: 10.5962 eV
* charge: 0
* 2S+1: 1

Each line ends with the Mulliken charge.
CARTESIAN COORDINATES (ANGSTROEM)
1 C 1.5456 0.2865 -0.7590  0.00
2 N 2.4871 1.1133 -1.0986  -0.15
3 C 2.9262 2.1415 -0.2240  -0.81
4 O 0.4557 0.4809 -0.2195  -0.58
5 H 1.9026 -0.6518 -1.0183  0.41
6 H 2.7829 0.9222 -2.0141  0.21
7 H 2.6381 3.1359 -0.4225  0.32
8 H 2.4036 2.1754 0.7282  0.30
9 H 4.0056 2.1963 -0.3290  0.30
10 H -1.6993 -0.6067 0.7506  0.36
11 H -3.1981 -0.7848 0.6914  0.31
12 O -2.4655 -0.9331 1.3228  -0.66
13 H -5.2213 -2.7402 1.0056  0.30
14 H -3.8353 -3.2898 0.9308  0.33
15 O -4.7279 -3.4457 0.6557  -0.63

B:
# C2H9NO3

A 2-piece molecular cluster, C2H9NO3 overall (wB97M-V/def2-TZVPD, the OMol25 dataset).

Summary:
* SMILES: CCO.NOO
* Kohn-Sham gap: 10.7692 eV
* charge: 0
* 2S+1: 1

Each line ends with the Mulliken charge.
CARTESIAN COORDINATES (ANGSTROEM)
1 C -1.4579 0.3037 0.8284  -0.26
2 C -1.4298 0.7012 -0.6447  -0.92
3 O -0.1944 -0.1024 1.3025  -0.57
4 H 0.1202 -0.8560 0.7441  0.36
5 H -2.1905 -0.5016 0.9791  0.27
6 H -1.7535 1.1541 1.4485  0.28
7 H -1.0581 -0.1262 -1.2476  0.27
8 H -0.7779 1.5607 -0.7932  0.20
9 H -2.4300 0.9607 -0.9821  0.38
10 N 2.2436 0.4458 -0.0903  -0.30
11 O 2.5112 -0.8251 -0.2469  -0.15
12 O 1.2369 -1.6901 -0.5005  -0.43
13 H 1.6192 -2.5729 -0.5150  0.28
14 H 1.5735 0.6314 0.6755  0.35
15 H 1.9875 0.9168 -0.9579  0.26

Most stable one: A, least stable one: B.